The following is a quantum chemistry calculation of C4H11N2 in the gas phase at a distorted geometry, from the OMol25 dataset.

XYZ file:
```
17
Properties=species:S:1:pos:R:3:forces:R:3
C -0.904 -1.016 1.253 1.9 2.4 0.7
C 0.450 -1.267 0.552 -2.3 1.2 -1.3
C 0.891 -0.013 -0.156 -0.2 -0.8 -1.9
C 0.154 0.357 -1.212 1.6 0.0 -2.0
N 0.688 1.252 -2.160 -0.5 1.6 -5.2
N -0.974 0.504 1.571 -0.4 -0.5 1.7
H -1.853 -1.251 0.860 -0.6 -0.1 -2.0
H -1.010 -1.573 2.126 0.4 -0.4 2.1
H 0.164 -2.028 -0.155 0.7 -0.6 -0.5
H 1.289 -1.543 1.093 0.9 -1.1 1.9
H 1.910 0.394 -0.065 -0.7 -0.2 0.3
H -0.802 -0.099 -1.564 0.6 0.4 1.0
H 1.661 1.146 -2.689 -2.7 -0.3 2.3
H -0.008 1.510 -3.042 2.2 -1.0 3.4
H -0.503 1.137 0.935 0.2 -0.3 -1.1
H -0.423 0.816 2.460 -0.9 -0.6 -0.1
H -1.972 0.829 1.546 -0.2 0.1 0.6
```
Positions in Å, forces in eV/Å.

2S+1: 2
ΔE to the lowest compared entry with this formula, charge and spin, kJ/mol: 368.2
LUMO level (spin up / spin down), eV: 0.83 / 0.76
HOMO (spin up / spin down), eV: -3.295 / -8.624
Frontier orbital gap (spin up / spin down), eV: 4.123 / 9.387

Atomic partial charges in e from the Löwdin method, atoms 1 to 2:
1 C -0.217
2 C -0.193

The following is a quantum chemistry calculation of a 2-piece molecular cluster, CH4O3S overall at a distorted geometry, from the OMol25 dataset.

XYZ file:
```
9
Properties=species:S:1:pos:R:3:forces:R:3
C -0.239 -1.073 -0.800 -1.2 -0.7 1.6
O -0.868 -0.943 -1.961 -2.0 -2.3 1.4
O 0.762 -0.499 -0.540 2.5 0.3 -0.2
O -1.133 0.736 0.522 -1.8 0.2 1.1
S -0.154 1.589 1.251 1.5 -1.1 -2.2
H -0.710 -1.713 0.042 0.0 0.6 -2.1
H -0.421 -0.362 -2.527 1.4 1.5 -1.1
H 1.022 0.747 1.118 -0.8 1.2 0.5
H 0.306 2.291 0.133 0.4 0.3 1.1
```
Positions in Å, forces in eV/Å.

ΔE to the lowest compared entry with this formula, charge and spin, kJ/mol: 238.8
LUMO level, eV: 0.61
HOMO, eV: -9.631
Frontier orbital gap, eV: 10.236

Atomic partial charges in e from the Löwdin method, atoms 1 to 2:
1 C -0.446
2 O 0.116

The following is a quantum chemistry calculation of a 2-piece molecular cluster, C8H12O overall at a distorted geometry, from the OMol25 dataset.

XYZ file:
```
21
Properties=species:S:1:pos:R:3:forces:R:3
C -0.914 -0.958 -1.347 -2.1 0.5 0.6
C -0.768 0.575 -1.485 -0.6 -0.5 1.1
C -2.064 -0.287 0.891 1.8 -2.2 0.6
C -1.078 -1.225 0.142 0.3 0.6 0.5
C 3.559 -0.080 0.487 -0.5 -0.5 -1.5
C -0.507 0.023 0.827 -1.6 -1.3 0.4
C -0.192 1.055 -0.178 -1.2 -1.1 0.5
C 0.296 2.198 0.224 1.4 2.1 -3.9
O 3.377 -0.607 1.662 0.8 1.8 -0.2
H -1.762 -1.410 -1.923 0.8 0.5 0.2
H -0.001 -1.445 -1.545 1.1 -0.5 -1.0
H -0.151 0.818 -2.269 1.7 0.5 -2.0
H -1.672 1.121 -1.705 -0.7 -0.1 0.1
H -2.765 0.183 0.231 0.0 0.7 -0.1
H -2.514 -0.655 1.842 0.6 0.4 -0.8
H -0.754 -2.269 0.388 -0.7 1.1 0.5
H 3.253 -0.795 -0.455 0.4 0.5 2.1
H 0.652 3.021 -0.478 -0.9 -1.1 0.7
H 3.142 -1.503 1.837 -0.7 -1.7 -0.5
H 0.748 2.292 1.128 0.7 0.2 2.9
H 0.115 -0.055 1.725 -0.6 0.1 -0.1
```
Positions in Å, forces in eV/Å.

ΔE to the lowest compared entry with this formula, charge and spin, kJ/mol: 545.0
LUMO level, eV: 0.47
HOMO, eV: -8.538
Frontier orbital gap, eV: 9.011

Atomic partial charges in e from the Löwdin method, atoms 1 to 2:
1 C -0.152
2 C -0.126

The following is a quantum chemistry calculation of C3H4CsO2 as an isolated structure at a distorted geometry, from the OMol25 dataset.

XYZ file:
```
10
Properties=species:S:1:pos:R:3:forces:R:3
C 0.309 -2.260 0.366 -0.4 0.4 2.3
C 1.419 -1.489 0.320 0.1 1.1 2.6
O -0.333 1.003 -1.162 -0.3 1.7 -0.2
C -0.370 2.241 -1.250 0.9 -2.0 -0.4
O -1.469 2.720 -0.495 -1.4 0.4 1.1
H 0.590 -3.278 0.711 -0.1 -0.7 -2.0
H 2.432 -1.840 0.051 0.0 -0.2 0.4
H -1.432 3.681 -0.471 0.2 0.0 -0.3
Cs -2.595 -0.193 0.831 1.2 0.0 -0.6
H 1.449 -0.585 1.100 -0.2 -0.7 -2.9
```
Positions in Å, forces in eV/Å.

ΔE to the lowest compared entry with this formula, charge and spin, kJ/mol: 128.5
LUMO level (spin up / spin down), eV: 1.67 / 1.67
HOMO (spin up / spin down), eV: -1.583 / -1.584
Frontier orbital gap (spin up / spin down), eV: 3.256 / 3.256
Total charge: -1

Atomic partial charges in e from the Löwdin method, atoms 1 to 2:
1 C -0.313
2 C -0.335

The following is a quantum chemistry calculation of a 2-piece molecular cluster, C19H31NO3 overall, from the OMol25 dataset.

XYZ file:
```
54
Properties=species:S:1:pos:R:3:forces:R:3
C 0.785 -1.403 2.687 0.4 -0.3 0.0
C 1.612 -0.562 2.458 -0.4 0.3 0.1
C 2.510 0.564 2.181 0.2 -0.5 -0.2
C 2.122 1.347 0.918 -0.1 0.0 0.2
C 0.717 2.003 0.931 0.2 0.1 0.0
C 0.102 2.189 2.276 -0.2 -0.2 -0.1
C -1.014 1.648 2.778 0.2 0.1 -0.1
C -1.938 0.709 2.066 -0.1 -0.1 0.2
C -2.997 -0.047 2.876 -0.4 -0.3 -0.5
C -4.021 0.890 3.546 0.3 -0.1 0.4
C -3.702 -1.008 1.886 0.0 0.1 0.0
C -1.119 2.140 4.188 0.2 0.1 0.0
O -1.757 1.754 5.109 -0.1 0.1 0.0
O -0.188 3.172 4.350 0.2 -0.3 0.3
C 0.690 3.092 3.298 -0.1 0.0 -0.2
O 1.737 3.661 3.275 0.0 0.2 0.0
H 0.207 -2.266 2.923 -0.1 0.1 -0.1
H 3.505 0.144 2.003 0.0 0.1 0.1
H 2.600 1.198 3.063 -0.1 0.1 -0.1
H 2.878 2.114 0.758 0.0 0.0 0.0
H 2.159 0.644 0.084 0.1 0.1 -0.1
H 0.812 3.001 0.492 0.0 -0.1 -0.1
H 0.041 1.440 0.288 -0.1 0.0 0.1
H -1.318 -0.015 1.530 0.0 0.0 0.0
H -2.477 1.285 1.304 0.1 0.0 0.0
H -2.502 -0.691 3.604 0.0 0.3 0.2
H -3.782 1.941 3.377 -0.2 0.0 -0.1
H -5.035 0.682 3.211 0.0 0.1 -0.2
H -4.003 0.761 4.628 -0.1 0.0 -0.1
H -3.216 -1.984 1.847 0.1 0.0 -0.1
H -4.744 -1.168 2.159 0.0 -0.1 0.1
H -3.703 -0.590 0.874 0.0 0.0 0.0
C 3.010 -0.351 -4.887 0.0 0.0 0.0
C 2.285 -0.470 -3.555 0.0 0.0 0.0
N 0.840 -0.502 -3.696 0.0 0.0 0.0
C 0.131 -0.303 -2.447 0.0 0.1 0.1
C 0.294 -1.355 -1.344 -0.1 0.0 0.1
C 0.316 -1.539 -4.570 0.0 -0.1 -0.1
C 0.672 -2.996 -4.250 -0.1 0.0 0.0
H 2.627 0.496 -5.458 0.0 0.0 0.0
H 4.075 -0.196 -4.715 0.0 0.0 0.0
H 2.906 -1.251 -5.493 0.0 0.0 0.0
H 2.529 0.406 -2.946 0.0 0.0 0.0
H 2.681 -1.343 -3.012 0.0 0.0 0.0
H -0.932 -0.184 -2.673 0.0 0.0 0.0
H 0.455 0.666 -2.047 0.1 0.0 0.0
H -0.243 -2.274 -1.572 0.0 0.0 0.0
H -0.112 -0.968 -0.406 0.0 0.0 0.0
H 1.340 -1.603 -1.160 0.0 0.0 0.0
H 0.652 -1.323 -5.587 0.0 0.0 0.0
H -0.771 -1.428 -4.600 0.0 0.0 0.1
H 1.738 -3.118 -4.053 0.0 0.0 0.0
H 0.425 -3.628 -5.105 0.0 0.0 0.0
H 0.122 -3.380 -3.393 0.1 0.0 0.0
```
Positions in Å, forces in eV/Å.

ΔE to the lowest compared entry with this formula, charge and spin, kJ/mol: 343.9
LUMO level, eV: -0.51
HOMO, eV: -8.331
Frontier orbital gap, eV: 7.825
SMILES: C#CCCCC1=C(CC(C)C)C(=O)OC1=O.CCN(CC)CC

Atomic partial charges in e from the Löwdin method, atoms 1 to 2:
1 C 0.113
2 C -0.124

The following is a quantum chemistry calculation of a 4-piece molecular cluster, C4H12O4 overall at a distorted geometry, from the OMol25 dataset.

XYZ file:
```
20
Properties=species:S:1:pos:R:3:forces:R:3
C -0.598 2.374 -2.963 -0.4 0.3 -0.4
C -0.638 1.991 -1.685 0.3 -0.5 -1.7
C -1.039 0.571 -1.505 0.8 0.9 1.6
C -0.447 -0.207 -0.592 -1.7 0.0 -0.4
O -1.057 -1.427 -0.375 0.4 -0.7 0.2
H -0.291 3.308 -3.410 0.2 0.4 0.6
H -0.962 1.710 -3.741 0.0 -0.3 0.2
H -0.265 2.640 -0.904 -0.1 -0.2 0.2
H -1.878 0.220 -2.094 0.2 -0.2 0.0
H 0.294 0.122 0.128 0.2 -0.1 -0.2
H -0.438 -2.155 -0.216 0.0 0.5 0.0
O 2.644 -1.434 1.265 0.1 -0.5 -0.7
H 3.556 -1.765 1.261 -0.2 0.4 0.2
H 2.161 -2.267 1.275 -0.2 0.1 0.1
O -3.981 -0.325 1.144 -0.6 -0.1 0.4
H -3.564 0.486 0.833 0.3 -0.6 -0.2
H -3.513 -1.119 0.858 0.3 0.7 -0.2
O 3.526 -1.281 3.751 0.1 1.4 0.0
H 3.864 -0.429 3.419 0.9 -0.5 0.3
H 2.625 -1.013 3.551 -0.7 -0.9 0.1
```
Positions in Å, forces in eV/Å.

ΔE to the lowest compared entry with this formula, charge and spin, kJ/mol: 256.0
LUMO level, eV: 0.21
HOMO, eV: -8.678
Frontier orbital gap, eV: 8.884
SMILES: C=C/C=C/O.O.O.O

Atomic partial charges in e from the Löwdin method, atoms 1 to 2:
1 C -0.011
2 C -0.171